Model w:
{
  "formula": "C3H5NO",
  "method": "ωB97M-V/def2-TZVPD",
  "lumo_energy_ev": 0.89,
  "orbital_gap_ev": 9.7293,
  "spin_multiplicity": 1,
  "e_homo_ha": -0.3249,
  "elements": ["C", "O", "C", "C", "N", "H", "H", "H", "H", "H"],
  "xyz": [[0.723, 0.401, 0.653], [0.769, 0.515, -0.723], [-0.260, -0.372, -1.184], [-1.368, -0.390, -0.142], [-0.718, 0.104, 0.888], [1.078, 1.323, 1.130], [1.312, -0.460, 1.020], [-1.107, 0.316, 1.795], [0.142, -1.397, -1.262], [-0.572, -0.041, -2.176]]
}

Model x:
{
  "formula": "C3H5NO",
  "method": "ωB97M-V/def2-TZVPD",
  "lumo_energy_ev": 1.21,
  "orbital_gap_ev": 11.6078,
  "spin_multiplicity": 1,
  "e_homo_ha": -0.3821,
  "elements": ["O", "C", "N", "C", "C", "H", "H", "H", "H", "H"],
  "xyz": [[3.091, 0.299, 0.759], [2.264, 0.424, -0.008], [-0.195, -0.321, 1.285], [-1.027, 0.707, 0.532], [-1.064, -0.737, 0.486], [0.611, -0.469, -1.832], [-1.757, 1.264, 1.118], [-0.510, 1.271, -0.244], [0.036, -0.762, -2.203], [-1.449, -1.676, 0.106]]
}

Model y:
{
  "formula": "C3H5NO",
  "method": "ωB97M-V/def2-TZVPD",
  "lumo_energy_ev": 0.84,
  "orbital_gap_ev": 9.8485,
  "spin_multiplicity": 1,
  "e_homo_ha": -0.3312,
  "elements": ["O", "C", "N", "C", "C", "H", "H", "H", "H", "H"],
  "xyz": [[-0.225, 2.051, -0.556], [-0.945, 1.037, -0.399], [-0.356, -0.157, -0.387], [0.072, -1.131, 0.586], [1.048, -0.110, -0.037], [-2.026, 1.114, -0.324], [-0.276, -1.074, 1.616], [-0.026, -2.143, 0.168], [1.651, -0.622, -0.797], [0.868, 1.411, -0.161]]
}

Model z:
{
  "formula": "C3H5NO",
  "method": "ωB97M-V/def2-TZVPD",
  "lumo_energy_ev": 0.87,
  "orbital_gap_ev": 10.4852,
  "spin_multiplicity": 1,
  "e_homo_ha": -0.3533,
  "elements": ["C", "C", "C", "H", "H", "H", "H", "H", "N", "O"],
  "xyz": [[-0.094, 0.370, 0.938], [1.067, -0.142, 0.116], [-1.030, 0.236, -0.267], [1.950, 0.513, 0.068], [1.410, -1.125, 0.439], [0.111, -1.023, -1.538], [-1.804, -0.545, -0.174], [-1.514, 1.181, -0.609], [0.191, -0.119, -1.067], [-0.286, 0.653, 2.094]]
}

model z is favored, and the nearest alternative lies 24.0 kcal/mol above it.

Model w:
{
  "formula": "C2H6NP",
  "method": "ωB97M-V/def2-TZVPD",
  "lumo_energy_ev": 1.00,
  "orbital_gap_ev": 10.0201,
  "spin_multiplicity": 1,
  "e_homo_ha": -0.3316,
  "elements": ["C", "C", "N", "P", "H", "H", "H", "H", "H", "H"],
  "xyz": [[0.122, -0.214, 0.669], [-0.755, 0.916, 0.249], [0.343, -0.407, 1.876], [0.438, -1.767, -0.760], [-1.312, 0.686, -0.535], [-0.195, 1.730, 0.041], [-1.426, 1.253, 1.065], [0.804, -1.271, 2.154], [1.650, -1.236, -1.375], [-0.284, -1.089, -1.753]]
}

Model x:
{
  "formula": "C2H6NP",
  "method": "ωB97M-V/def2-TZVPD",
  "lumo_energy_ev": -1.37,
  "orbital_gap_ev": 7.8799,
  "spin_multiplicity": 1,
  "e_homo_ha": -0.3399,
  "elements": ["C", "C", "N", "P", "H", "H", "H", "H", "H", "H"],
  "xyz": [[-0.506, -0.848, 0.854], [0.272, -0.179, -0.196], [-0.127, -1.972, 1.307], [-0.455, 1.399, -1.024], [-1.208, -0.067, 1.375], [1.267, 0.687, 1.472], [0.887, -0.859, -0.828], [-0.475, -2.230, 2.220], [-0.704, 0.857, -2.206], [0.648, 2.086, -1.460]]
}

Model y:
{
  "formula": "C2H6NP",
  "method": "ωB97M-V/def2-TZVPD",
  "lumo_energy_ev": 1.16,
  "orbital_gap_ev": 10.1909,
  "spin_multiplicity": 1,
  "e_homo_ha": -0.3318,
  "elements": ["C", "C", "N", "P", "H", "H", "H", "H", "H", "H"],
  "xyz": [[0.799, 1.000, 0.126], [0.812, -0.431, -0.283], [-0.405, 0.359, -0.518], [-1.974, -0.028, -0.002], [1.048, 1.136, 1.283], [1.181, 1.790, -0.496], [1.336, -0.766, -1.153], [0.825, -1.277, 0.478], [-1.864, -0.619, 1.313], [-1.758, -1.165, -0.747]]
}

model w is favored, and the nearest alternative lies 13.4 kcal/mol above it.

Model w:
{
  "formula": "C2H10O2S2",
  "method": "ωB97M-V/def2-TZVPD",
  "lumo_energy_ev": 0.24,
  "orbital_gap_ev": 9.2947,
  "spin_multiplicity": 1,
  "e_homo_ha": -0.3326,
  "elements": ["C", "C", "S", "S", "H", "H", "H", "H", "H", "H", "H", "H", "O", "H", "H", "O"],
  "xyz": [[-1.506, -0.687, 1.987], [-0.238, -0.849, 1.250], [0.708, 0.616, 1.176], [1.744, 0.249, -0.615], [-1.416, -0.411, 3.097], [-2.029, 0.047, 1.373], [-1.981, -1.632, 1.939], [0.363, -1.538, 1.830], [-0.396, -1.281, 0.225], [3.005, 0.048, -0.205], [-0.524, -1.857, -1.775], [-1.389, -0.598, -2.018], [-1.472, -1.543, -1.761], [-0.467, 1.853, -2.033], [-1.622, 1.696, -1.039], [-1.317, 1.425, -1.962]]
}

Model x:
{
  "formula": "C2H10O2S2",
  "method": "ωB97M-V/def2-TZVPD",
  "lumo_energy_ev": -0.66,
  "orbital_gap_ev": 7.9045,
  "spin_multiplicity": 1,
  "e_homo_ha": -0.3148,
  "elements": ["C", "C", "S", "S", "H", "H", "H", "H", "H", "H", "H", "H", "O", "H", "H", "O"],
  "xyz": [[0.306, -0.247, -2.152], [0.468, -1.031, -0.854], [-1.177, -1.459, -0.146], [-0.602, -1.972, 1.835], [-0.209, -0.850, -2.900], [-0.288, 0.697, -1.983], [1.281, 0.054, -2.528], [0.990, -1.961, -1.021], [1.013, -0.469, -0.097], [0.381, -1.644, 2.735], [1.555, 1.859, 1.982], [0.252, 1.345, 1.322], [1.227, 1.275, 1.295], [-1.719, 0.675, 0.713], [-1.919, 2.207, 0.617], [-1.558, 1.520, 1.182]]
}

Model y:
{
  "formula": "C2H10O2S2",
  "method": "ωB97M-V/def2-TZVPD",
  "lumo_energy_ev": 0.44,
  "orbital_gap_ev": 8.0737,
  "spin_multiplicity": 1,
  "e_homo_ha": -0.2804,
  "elements": ["C", "S", "S", "C", "H", "H", "H", "H", "H", "H", "H", "H", "O", "H", "H", "O"],
  "xyz": [[-0.303, 0.442, -0.600], [0.249, 0.287, -2.375], [0.019, -1.756, -2.664], [-0.080, -2.635, -1.086], [0.686, 0.613, -0.039], [-0.929, -0.307, -0.114], [-0.897, 1.450, -0.609], [0.380, -2.175, -0.180], [0.406, -3.589, -1.278], [-1.140, -2.800, -0.760], [3.858, 4.330, 1.676], [2.921, 3.128, 1.143], [2.927, 4.061, 1.605], [-2.750, -1.148, 1.862], [-3.004, 0.391, 1.646], [-2.341, -0.291, 1.772]]
}

Model z:
{
  "formula": "C2H10O2S2",
  "method": "ωB97M-V/def2-TZVPD",
  "lumo_energy_ev": 0.26,
  "orbital_gap_ev": 9.5853,
  "spin_multiplicity": 1,
  "e_homo_ha": -0.3428,
  "elements": ["C", "C", "S", "S", "H", "H", "H", "H", "H", "H", "H", "H", "O", "H", "H", "O"],
  "xyz": [[1.051, 2.622, 0.279], [0.351, 1.260, 0.126], [-0.651, 0.868, 1.601], [-1.695, -0.767, 0.901], [1.377, 2.757, 1.301], [1.926, 2.599, -0.373], [0.330, 3.398, 0.018], [-0.330, 1.236, -0.727], [1.057, 0.450, 0.006], [-1.018, -1.705, 1.581], [-2.796, -3.476, -1.458], [-3.005, -1.977, -1.217], [-3.467, -2.782, -1.474], [2.742, -1.472, 0.457], [1.591, -1.409, -0.544], [2.536, -1.602, -0.477]]
}

model z is favored, and the nearest alternative lies 3.5 kcal/mol above it.